DFT (ωB97M-V/def2-TZVPD) results for a cluster of 3 separate species, C17H24O3P in total at a distorted geometry.

Geometry as XYZ:
```
45
Properties=species:S:1:pos:R:3:forces:R:3:nbo_charge:R:1
P 0.901 0.339 -0.665 -0.57 0.53 -2.86 1.21
O -2.900 0.481 -0.178 1.47 0.60 2.96 -0.59
O 2.118 1.297 0.184 1.04 -2.61 0.93 -0.83
O 2.099 -0.909 -1.048 0.50 -0.28 2.61 -0.84
C -4.139 -0.440 4.595 0.05 0.08 0.04 -0.21
C 2.952 -0.663 -3.966 0.26 0.14 -0.02 -0.14
C -1.700 0.957 0.558 0.87 -2.72 -2.52 0.08
C -4.136 0.756 3.885 -0.03 -0.01 0.02 -0.21
C 2.617 -1.203 0.279 1.60 0.07 -1.73 -0.12
C 1.898 -1.520 -4.256 -0.05 -0.11 -0.13 -0.21
C -3.458 1.860 4.387 -0.01 -0.03 0.06 -0.20
C 3.650 -0.044 -4.998 -0.16 -0.16 -0.14 -0.24
C -0.473 1.617 -0.386 -2.53 -0.24 2.67 -0.75
C -3.459 -0.532 5.804 -0.02 0.05 -0.02 -0.22
C -2.785 1.771 5.601 -0.04 -0.07 -0.02 -0.22
C 2.734 0.251 0.999 1.00 0.29 0.43 -0.12
C 2.249 -1.153 -6.613 -0.01 0.00 0.00 -0.24
C -1.935 -0.652 0.337 -2.19 3.88 -1.00 -0.19
C 3.297 -0.287 -6.322 0.00 -0.02 0.05 -0.23
C 1.548 -1.768 -5.580 0.13 0.09 0.05 -0.23
C -2.784 0.574 6.308 -0.04 0.02 -0.05 -0.22
H -1.829 1.369 1.639 -0.10 -0.94 -1.96 0.18
H -1.886 -1.042 -0.715 1.48 -0.52 1.86 0.24
H 3.865 0.361 1.080 -1.30 0.60 -0.06 0.16
H 0.733 -0.409 0.553 -1.09 0.39 -0.04 -0.16
H 2.130 -2.054 0.840 -0.17 1.12 -0.40 0.16
H -3.456 -1.466 6.354 0.00 0.05 -0.03 0.21
H 0.728 -2.441 -5.807 0.02 0.04 0.00 0.20
H -0.102 2.458 0.271 -0.22 -0.61 -1.06 0.21
H -2.260 2.634 5.995 0.00 -0.04 -0.03 0.21
H -0.988 1.984 -1.313 0.71 -0.31 0.72 0.22
H 2.294 0.366 2.038 0.52 -0.76 -0.97 0.16
H 3.226 -0.475 -2.935 -0.21 -0.05 -0.01 0.25
H 3.645 -1.620 0.012 -0.80 0.63 0.85 0.16
H 1.350 -1.995 -3.450 0.08 0.13 0.06 0.23
H 4.470 0.628 -4.770 -0.05 -0.02 0.01 0.20
H -4.662 0.826 2.939 0.08 -0.01 0.01 0.23
H -3.454 2.791 3.832 0.01 -0.06 0.01 0.21
H 0.034 -0.497 -1.499 -0.44 0.33 0.47 -0.18
H -4.671 -1.300 4.205 0.05 0.04 0.00 0.21
H 1.312 1.020 -1.890 -0.11 0.08 0.25 -0.16
H 3.840 0.197 -7.126 -0.03 -0.02 0.01 0.20
H -2.335 -1.222 1.213 0.25 0.41 -1.03 0.17
H -2.256 0.503 7.253 -0.01 0.00 -0.05 0.21
H 1.976 -1.347 -7.645 0.01 0.02 0.04 0.20
```
Positions in Å, forces in eV/Å.

- ΔE to the lowest compared entry with this formula, charge and spin (kJ/mol) = 116.33
- net charge = -1
- spin multiplicity = 1
- LUMO level (eV) = 2.82